1.
Below is a molecular structure, C33H17BrCl3F4IKN2OP, with properties calculated with ωB97M-V/def2-TZVPD.

```
64
Properties=species:S:1:pos:R:3:forces:R:3
K -0.58722 0.49293 -0.32874 1.2 -0.9 0.9
F 5.49979 -5.27958 -0.46645 0.0 0.1 0.0
C 4.97145 -4.05010 -0.26276 -0.1 0.0 0.0
C 5.76908 -3.00091 0.15177 0.2 0.2 0.1
F 7.09580 -3.21345 0.33432 0.0 -0.1 0.0
C 5.19400 -1.76301 0.37162 -0.9 -0.1 -0.1
F 6.05221 -0.79013 0.78098 0.3 0.3 0.1
C 3.84386 -1.47828 0.22173 0.4 -0.7 -0.1
P 2.27204 0.78951 0.28658 0.4 1.0 0.1
C 3.40059 1.10468 -1.16644 0.0 0.1 0.1
C 2.85742 0.76621 -2.40505 0.0 0.0 0.1
C 3.50446 1.07979 -3.58813 0.0 0.0 -0.1
C 4.72014 1.74704 -3.55444 0.0 0.0 -0.1
C 5.28274 2.07086 -2.32841 0.1 0.0 0.0
C 4.63274 1.75375 -1.14657 0.0 -0.3 -0.1
C 3.30976 1.39729 1.69224 0.0 -0.2 0.2
C 3.59901 0.54539 2.75561 0.0 -0.1 -0.1
C 4.28384 0.99939 3.87059 0.0 0.0 0.2
C 4.66531 2.33018 3.95970 0.0 0.0 0.1
C 4.33430 3.20310 2.93452 0.0 0.1 0.0
C 3.65947 2.74097 1.81507 0.0 0.0 0.0
C 3.09707 -2.55761 -0.19946 0.6 0.2 0.2
Br 1.17254 -2.45011 -0.47551 -0.2 -0.2 -0.1
C 3.62322 -3.81846 -0.44768 -0.3 0.0 -0.1
F 2.84864 -4.84719 -0.86369 0.1 -0.2 0.0
H 1.89429 0.26384 -2.43229 0.0 0.0 0.0
H 3.05142 0.82299 -4.53913 0.0 0.0 0.0
H 5.21465 2.02942 -4.47715 0.0 0.0 0.0
H 6.23082 2.59640 -2.29462 0.0 0.0 0.0
H 5.08505 2.02603 -0.20424 0.0 0.0 0.1
H 3.28609 -0.48926 2.69238 0.1 0.0 -0.1
H 4.51880 0.31630 4.67908 0.0 0.0 0.0
H 5.19686 2.69369 4.83182 0.0 0.0 0.0
H 4.59045 4.25328 3.02064 0.0 0.0 -0.1
H 3.38865 3.44160 1.03604 0.0 0.0 -0.1
Cl -7.65085 -1.58077 0.40911 -0.1 -0.1 0.0
C -6.09409 -0.97294 -0.11750 -0.2 0.3 0.0
C -5.99413 0.33900 -0.51802 0.0 -0.4 0.1
C -4.76940 0.83471 -0.92829 0.2 0.5 -0.2
I -4.59277 2.84836 -1.51645 -0.1 -0.2 0.1
C -3.57214 0.08518 -0.98472 -0.4 0.4 -0.3
O -2.48923 0.55918 -1.39866 -1.8 -0.1 -1.0
C -3.71093 -1.29302 -0.52787 -0.4 -0.1 0.2
N -2.59267 -2.03702 -0.52543 0.3 -0.1 0.0
C -2.65154 -3.28782 -0.14194 0.2 0.0 0.0
C -3.83612 -3.89960 0.30048 -0.1 0.1 0.0
C -4.98628 -3.16006 0.33222 0.1 -0.1 0.0
C -4.96746 -1.81570 -0.09722 0.3 0.0 -0.1
H -6.86169 0.98408 -0.51356 -0.1 0.0 0.0
H -1.71610 -3.83519 -0.18122 0.0 -0.1 0.1
H -3.82858 -4.93498 0.61303 0.0 0.0 0.0
H -5.91377 -3.58748 0.68747 0.0 0.0 0.0
Cl 2.56568 4.05073 -1.72291 0.0 0.1 0.0
C 1.30998 4.38702 -0.56982 -0.1 0.1 0.0
C 0.81506 5.67359 -0.54755 0.0 0.0 0.1
C -0.20893 6.02750 0.31908 0.0 0.1 0.0
C -0.74433 5.04789 1.14644 -0.1 0.1 -0.1
C -0.24806 3.76628 1.10470 0.1 0.3 -0.1
Cl -0.96386 2.56447 2.12408 -0.3 -0.2 0.4
C 0.82763 3.32802 0.26628 0.4 -0.1 -0.2
N 1.19219 2.06390 0.28785 0.2 0.4 -0.1
H 1.24478 6.40109 -1.22365 0.0 0.0 0.0
H -0.58235 7.04168 0.33830 -0.1 0.0 0.0
H -1.56648 5.28236 1.81045 0.0 -0.1 0.0
```
Forces are in eV/Å.

The gap between HOMO and LUMO is 5.45 eV. For the largest force on an atom, the calculation gives 2.1 eV/A. Its charge is -2. For the energy above the lowest of the compared OMol25 structures with the same formula, charge and spin, the calculation gives 17.9 kcal per mole. The spin multiplicity is 1. For the LUMO energy, the calculation gives 3.71 eV. For the HOMO energy, the calculation gives -1.732 eV.

These are the Löwdin partial charges, in e, on atoms 1 to 4: atom 1 (K): 0.6514, atom 2 (F): 0.0665, atom 3 (C): -0.1666, atom 4 (C): -0.1652

2.
Below is a molecular structure, C33H18BBr2F4KN8, with properties calculated with ωB97M-V/def2-TZVPD.

```
67
Properties=species:S:1:pos:R:3:forces:R:3
K -0.73241 -0.03165 -0.14880 -0.5 1.3 -0.9
C 0.27599 4.38581 4.83075 0.0 0.0 -0.1
C 0.83158 5.22650 3.85711 0.0 -0.1 0.0
C 1.15737 4.74094 2.59663 0.0 0.0 0.1
C 0.92163 3.39961 2.33199 0.0 0.0 -0.1
C 1.09978 2.55911 1.13498 0.1 0.2 -0.2
N 0.67656 1.30246 1.39784 0.3 0.2 0.6
C 0.23790 1.23691 2.66382 0.1 -0.1 0.0
N -0.29410 0.18711 3.30824 0.0 -0.1 -0.1
C -0.43166 -1.01786 2.76052 0.1 0.1 0.1
C -1.18904 -2.10748 3.41700 0.0 0.0 0.0
C -1.85081 -2.20164 4.62868 0.0 0.0 0.0
C -2.50601 -3.39208 4.92067 0.0 0.0 -0.1
C -2.50792 -4.45318 4.01020 0.0 0.1 0.0
C -1.85366 -4.34774 2.78852 0.0 0.0 0.0
C -1.18933 -3.16696 2.50991 0.1 0.0 0.0
C -0.42753 -2.68872 1.33423 0.1 -0.1 -0.1
N -0.28022 -3.42073 0.23172 0.0 0.1 0.1
C 0.26001 -2.95173 -0.90173 0.1 0.0 0.1
N 0.70001 -1.71159 -1.16356 0.4 -0.7 -0.2
C 1.13430 -1.64803 -2.44205 0.1 0.1 -0.2
N 1.62632 -0.59581 -3.08624 -0.1 -0.1 0.2
C 1.75422 0.61628 -2.52627 0.0 0.0 0.0
N 1.38339 1.00508 -1.29185 0.3 0.0 -0.1
C 1.73237 2.29284 -1.10924 0.0 0.0 0.0
N 1.58658 3.03767 -0.00448 -0.1 -0.1 0.1
C 2.35000 2.81625 -2.33544 -0.1 0.0 0.1
C 2.85314 4.06006 -2.69562 0.1 0.0 -0.1
C 3.36486 4.21602 -3.97707 0.0 -0.1 0.1
C 3.37489 3.14558 -4.88305 0.0 -0.1 0.1
C 2.87530 1.90159 -4.52140 0.1 0.1 -0.1
C 2.36295 1.74613 -3.23979 -0.1 -0.1 0.0
C 0.97850 -2.96905 -3.07960 0.0 0.1 0.0
C 1.25587 -3.45160 -4.35039 0.0 0.0 0.0
C 0.96048 -4.78163 -4.62455 0.0 0.0 0.1
C 0.39641 -5.60940 -3.64598 0.0 0.1 0.0
C 0.11881 -5.12307 -2.37418 0.0 0.0 0.0
C 0.41732 -3.79677 -2.10208 0.0 0.0 0.1
N 0.02504 -1.44041 1.56507 0.3 -0.7 0.8
C 0.36768 2.56036 3.30436 0.0 -0.1 0.0
C 0.03724 3.04386 4.56171 0.0 0.0 0.1
H 0.02210 4.79340 5.80280 0.0 0.0 0.0
H 1.00235 6.27120 4.09172 0.0 0.0 0.0
H 1.57785 5.38397 1.83202 0.0 0.0 0.0
H -1.86952 -1.36014 5.31080 0.0 0.0 0.0
H -3.04202 -3.49487 5.85742 0.0 0.0 0.0
H -3.04700 -5.36133 4.25417 0.0 0.0 0.0
H -1.87803 -5.14838 2.05917 0.0 0.0 0.0
H 2.84163 4.88109 -1.98807 0.0 0.0 0.0
H 3.76166 5.17667 -4.28543 0.0 0.0 0.0
H 3.77768 3.29575 -5.87841 0.0 0.0 0.0
H 2.87703 1.06807 -5.21439 0.0 0.0 0.0
H 1.68544 -2.79942 -5.10176 0.0 0.0 0.0
H 1.16339 -5.18602 -5.60999 0.0 0.0 0.0
H 0.16746 -6.64055 -3.88998 0.0 0.0 0.0
H -0.32647 -5.75063 -1.61136 0.0 0.0 0.0
H -0.40261 2.38626 5.30272 0.0 0.0 0.0
Br -1.93574 1.62321 -2.68080 0.0 0.1 -0.1
C -2.51029 3.07192 -1.54198 0.0 0.0 0.0
Br -2.34913 2.72522 0.34275 -0.1 0.1 0.0
H -3.55405 3.24978 -1.75160 -0.1 0.0 0.0
H -1.89088 3.92548 -1.77396 0.0 0.1 0.0
F -3.67488 -0.29908 1.78522 0.0 -0.1 -0.1
B -3.99975 -0.94501 0.57615 -0.1 0.0 0.0
F -5.14827 -0.35541 -0.00252 0.2 -0.1 0.1
F -4.20366 -2.31571 0.78837 0.0 0.2 0.0
F -2.89813 -0.76849 -0.32366 -1.2 -0.4 0.0
```
Forces are in eV/Å.

The gap between HOMO and LUMO (alpha / beta) is 4.98 / 4.98 eV. For the largest force on an atom, the calculation gives 1.7 eV/A. Its charge is -2. For the energy above the lowest of the compared OMol25 structures with the same formula, charge and spin, the calculation gives 17.3 kcal per mole. The spin multiplicity is 1. For the LUMO energy (alpha / beta), the calculation gives 4.03 / 4.03 eV. For the HOMO energy (alpha / beta), the calculation gives -0.946 / -0.947 eV.

These are the Löwdin partial charges, in e, on atoms 1 to 4: atom 1 (K): 0.6637, atom 2 (C): -0.1160, atom 3 (C): -0.1166, atom 4 (C): -0.0368

3.
Below is a molecular structure, C33H19F4N11OPt, with properties calculated with ωB97M-V/def2-TZVPD.

```
69
Properties=species:S:1:pos:R:3:forces:R:3
Pt 0.16862 0.34332 0.98806 0.1 0.2 0.1
N 1.16512 2.87551 -0.14493 0.0 0.1 0.0
C 1.45797 4.16300 0.10107 0.0 0.0 0.0
C 1.40136 4.34521 1.46493 0.0 0.0 0.0
C 1.06539 3.09678 1.98740 0.1 -0.1 0.1
N 0.93791 2.20506 1.00600 -0.1 0.0 0.0
H 1.14051 2.39557 -1.03093 -0.1 0.0 0.0
H 1.68844 4.84450 -0.70091 0.0 0.0 0.0
H 1.57884 5.25542 2.00922 0.0 0.0 0.0
H 0.93583 2.79335 3.01331 0.0 0.0 0.0
N 6.21592 -3.52214 0.11578 0.0 0.0 0.0
C 7.53658 -3.62913 -0.25840 0.0 0.0 0.0
C 8.42834 -4.70159 -0.26061 0.0 0.0 0.0
C 9.69830 -4.43281 -0.71604 0.0 0.0 0.0
C 10.08066 -3.14648 -1.15437 0.0 0.0 0.0
C 9.19967 -2.09386 -1.14802 0.0 0.0 0.0
C 7.90012 -2.34365 -0.68853 0.0 0.0 0.0
N 6.82979 -1.48827 -0.57456 0.0 0.0 0.0
C 5.85386 -2.21685 -0.09782 0.0 0.0 0.0
C 4.53459 -1.66527 0.15467 0.0 0.0 0.0
C 4.32412 -0.30078 -0.06461 0.0 0.0 0.0
C 3.08663 0.24382 0.15330 0.0 0.0 0.0
N 2.02662 -0.47767 0.57903 -0.2 -0.1 -0.1
C 2.22629 -1.79133 0.79144 0.1 0.0 0.1
C 3.44195 -2.40707 0.60265 0.0 0.0 0.0
H 5.64770 -4.26671 0.47777 0.0 0.0 0.0
H 8.14563 -5.68924 0.07738 0.0 0.0 0.0
H 10.42885 -5.22998 -0.74045 0.0 0.0 0.0
H 11.09373 -2.99526 -1.50051 0.0 0.0 0.0
H 9.48451 -1.10621 -1.48282 0.0 0.0 0.0
H 5.14515 0.31427 -0.40410 0.0 0.0 0.0
H 2.93230 1.29826 -0.00146 0.0 0.0 0.0
H 1.37964 -2.36166 1.13719 0.0 0.0 0.0
H 3.51336 -3.46591 0.80748 0.0 0.0 0.0
F -0.43617 -3.54076 -1.40515 0.0 0.0 0.0
C -1.39808 -4.46745 -1.39212 0.0 0.0 0.0
C -1.42560 -5.41081 -2.34731 0.0 0.0 0.0
F -0.50143 -5.39699 -3.28084 0.0 0.0 0.0
C -2.45028 -6.44286 -2.38011 0.0 0.0 0.0
C -3.42719 -6.36699 -1.30480 0.0 0.0 0.0
C -3.37987 -5.41869 -0.35043 0.0 0.0 0.0
F -4.28899 -5.40877 0.61069 0.0 0.0 0.0
C -2.36890 -4.39583 -0.33541 0.0 0.0 0.0
C -2.33433 -3.41040 0.62039 0.0 0.0 0.0
C -1.38206 -2.35508 0.65181 -0.2 0.1 0.1
N -0.77002 -1.40567 0.85082 0.3 -0.2 -0.2
C -3.26350 -3.24078 1.69942 0.0 0.0 0.0
N -3.91682 -2.95108 2.59939 0.0 0.0 0.0
F -4.38354 -7.26316 -1.26105 0.0 0.0 0.0
C -2.48591 -7.40921 -3.33848 0.0 0.0 0.0
C -1.51644 -7.51494 -4.38868 0.0 0.0 0.0
N -0.76210 -7.66057 -5.24208 0.0 0.0 0.0
C -3.49100 -8.42744 -3.40278 0.0 0.0 0.0
N -4.26886 -9.26352 -3.52447 0.0 0.0 0.0
N -6.20915 2.01091 3.65825 0.0 0.0 0.0
C -5.35139 2.77582 2.95438 0.0 0.0 0.0
O -5.53730 3.93862 2.67809 0.0 0.0 0.0
C -4.05622 2.12252 2.50011 0.0 0.0 0.0
C -3.31997 2.81104 1.54484 0.0 0.0 0.0
C -2.12283 2.29311 1.10758 0.1 0.0 0.0
N -1.62382 1.13990 1.58802 -0.1 -0.2 -0.1
C -2.33194 0.47074 2.51420 0.0 0.1 0.1
C -3.54231 0.93043 2.99048 0.0 0.0 0.0
H -7.07899 2.43122 3.94537 0.0 0.0 0.0
H -6.10271 1.02004 3.77311 0.0 0.0 0.0
H -3.69850 3.74706 1.15819 0.0 0.0 0.0
H -1.53643 2.79968 0.35499 0.0 0.0 0.0
H -1.90695 -0.44767 2.89086 0.0 0.0 0.0
H -4.04441 0.34665 3.74913 0.0 0.0 0.0
```
Forces are in eV/Å.

The gap between HOMO and LUMO (alpha / beta) is 4.43 / 4.43 eV. For the largest force on an atom, the calculation gives 0.5 eV/A. Its charge is +2. For the energy above the lowest of the compared OMol25 structures with the same formula, charge and spin, the calculation gives 1.9 kcal per mole. The spin multiplicity is 1. For the LUMO energy (alpha / beta), the calculation gives -8.08 / -8.08 eV. For the HOMO energy (alpha / beta), the calculation gives -12.504 / -12.504 eV.

These are the Löwdin partial charges, in e, on atoms 1 to 4: atom 1 (Pt): 1.1709, atom 2 (N): 0.0047, atom 3 (C): -0.0355, atom 4 (C): -0.0067